{
  "formula": "C41H59N7O2PRb",
  "method": "wB97M-V/def2-TZVPD",
  "e_homo_ha": -0.2897,
  "e_above_lowest_ev": 0.608,
  "gap_ev": 8.12,
  "e_lumo_ev": 0.24,
  "mol_weight_g_mol": 798.4,
  "elements": ["Rb", "C", "C", "N", "C", "C", "C", "C", "C", "C", "C", "N", "C", "C", "N", "N", "H", "H", "H", "H", "H", "H", "H", "H", "H", "H", "H", "H", "H", "H", "H", "H", "H", "H", "O", "C", "N", "C", "O", "C", "C", "C", "C", "C", "N", "C", "C", "C", "C", "C", "N", "H", "H", "H", "H", "H", "H", "H", "H", "C", "C", "C", "C", "C", "C", "P", "C", "C", "C", "C", "C", "C", "C", "C", "C", "C", "C", "C", "H", "H", "H", "H", "H", "H", "H", "H", "H", "H", "H", "H", "H", "H", "H", "H", "H", "H", "H", "H", "H", "H", "H", "H", "H", "H", "H", "H", "H", "H", "H", "H", "H"],
  "coordinates": [[1.146856, 0.538526, -0.682899], [2.706127, 4.061161, -1.133722], [1.585032, 4.054742, -2.167490], [0.328480, 3.416881, -1.772771], [-0.546896, 4.165296, -0.883529], [-0.398247, 3.929309, 0.615142], [-1.168756, 4.662531, 1.512897], [-1.008059, 4.427017, 2.865927], [-0.076681, 3.487515, 3.283920], [0.642408, 2.791551, 2.326560], [1.675713, 1.743490, 2.719027], [2.622947, 1.520501, 1.647938], [3.617110, 2.573231, 1.499497], [4.217587, 2.553365, 0.096964], [3.185121, 2.699317, -0.923348], [0.463314, 2.998878, 1.016716], [2.325038, 4.451414, -0.187008], [3.504459, 4.740255, -1.467250], [1.955223, 3.531916, -3.056742], [1.362309, 5.076730, -2.479157], [0.526187, 2.510639, -1.378755], [-1.589046, 3.945624, -1.137104], [-0.414842, 5.232112, -1.080199], [-1.873213, 5.402649, 1.150596], [-1.591685, 4.981403, 3.591336], [0.095512, 3.299765, 4.337076], [1.154072, 0.804002, 2.920506], [2.144915, 2.055817, 3.663527], [3.063165, 0.606779, 1.726346], [4.425759, 2.502821, 2.238804], [3.127585, 3.536639, 1.666978], [4.708644, 1.589562, -0.059967], [4.989733, 3.332153, 0.024433], [3.519092, 2.325644, -1.805853], [1.876004, -2.807230, -3.243705], [2.217556, -1.654928, -3.006601], [2.935281, -1.244907, -1.930281], [2.670803, -1.702277, -0.714179], [1.541488, -1.892401, -0.230035], [3.858487, -1.939157, 0.196520], [4.831631, -2.842993, -0.208366], [5.858272, -3.151258, 0.665709], [5.898412, -2.522833, 1.900698], [4.903455, -1.608850, 2.202103], [3.890281, -1.325758, 1.380585], [1.851235, -0.620283, -4.057857], [1.991916, -0.944413, -5.402630], [1.499386, -0.070419, -6.352439], [0.844413, 1.080274, -5.931460], [0.739087, 1.318398, -4.573985], [1.250703, 0.501198, -3.646612], [4.764338, -3.285923, -1.194498], [6.620071, -3.868253, 0.387356], [6.681496, -2.732917, 2.616582], [4.912218, -1.079011, 3.148758], [2.459454, -1.882963, -5.668672], [1.603217, -0.289935, -7.408245], [0.418622, 1.778691, -6.640286], [0.232299, 2.202171, -4.195692], [-5.183958, 1.242919, 1.779150], [-3.811247, 1.791782, 2.150323], [-2.752108, 0.678427, 2.072948], [-3.038432, -0.353260, 0.946609], [-3.816160, 0.336207, -0.179547], [-5.197082, 0.816288, 0.302579], [-1.419005, -1.012457, 0.334196], [-0.936974, -2.296099, 1.595655], [-0.016887, -1.683723, 2.666164], [0.288289, -2.712278, 3.751348], [-0.986630, -3.111944, 4.525070], [-2.260950, -2.843906, 3.712718], [-2.054202, -3.162669, 2.232885], [-1.777155, -2.095247, -1.131211], [-1.763554, -1.325448, -2.464224], [-1.541740, -2.295066, -3.636527], [-2.247741, -3.644634, -3.390097], [-3.452122, -3.475714, -2.467154], [-3.006728, -3.020461, -1.064495], [-5.967776, 1.978763, 1.967127], [-5.402915, 0.383150, 2.421174], [-3.819067, 2.222101, 3.154457], [-3.551469, 2.607876, 1.466392], [-2.706812, 0.164098, 3.034813], [-1.766466, 1.131019, 1.916955], [-3.656319, -1.164682, 1.343212], [-3.947511, -0.332858, -1.028182], [-3.223730, 1.183082, -0.545644], [-5.930553, 0.019630, 0.156049], [-5.522080, 1.654155, -0.320188], [-0.292131, -2.943611, 0.997844], [-0.479661, -0.799262, 3.120804], [0.905283, -1.364829, 2.175910], [1.044389, -2.330229, 4.440645], [0.728052, -3.590029, 3.267510], [-1.039720, -2.565866, 5.470068], [-0.940266, -4.172373, 4.784923], [-2.553165, -1.795944, 3.818047], [-3.089669, -3.432348, 4.112467], [-2.997256, -3.056677, 1.698717], [-1.778391, -4.219113, 2.143248], [-0.871597, -2.714691, -1.149368], [-0.989338, -0.556151, -2.447056], [-2.710685, -0.798714, -2.602359], [-0.473189, -2.471056, -3.770507], [-1.912767, -1.839461, -4.559255], [-1.544703, -4.346570, -2.930457], [-2.551471, -4.090315, -4.338370], [-4.020285, -4.405467, -2.391083], [-4.131947, -2.733490, -2.899930], [-2.764233, -3.896185, -0.458725], [-3.843290, -2.519892, -0.566771]],
  "atomic_forces_ev_per_a": [[-0.297, 1.056, 0.097], [-0.063, -0.137, 0.112], [-0.107, -0.066, 0.060], [-0.008, 0.231, -0.030], [0.095, -0.102, -0.026], [0.074, -0.070, 0.013], [-0.009, 0.027, -0.006], [-0.021, 0.009, 0.009], [-0.013, 0.039, 0.068], [0.077, -0.117, -0.167], [-0.053, 0.092, -0.242], [0.222, -0.038, 0.377], [-0.162, -0.036, -0.179], [-0.192, -0.063, 0.035], [0.129, 0.167, -0.215], [-0.103, 0.157, 0.034], [0.022, -0.013, 0.003], [0.058, 0.037, -0.035], [-0.030, 0.022, -0.025], [-0.018, 0.039, 0.004], [-0.177, 0.671, -0.166], [-0.037, -0.021, -0.023], [0.008, 0.021, -0.009], [0.024, -0.021, 0.020], [0.017, -0.017, -0.015], [-0.005, 0.005, -0.029], [0.005, 0.008, 0.002], [-0.019, 0.025, 0.059], [-0.019, -0.027, 0.060], [0.058, 0.009, 0.049], [-0.026, -0.018, 0.006], [0.000, -0.010, -0.019], [0.051, 0.029, 0.012], [0.050, 0.023, 0.019], [0.009, -0.005, 0.018], [0.059, 0.041, 0.109], [0.182, -0.117, -0.313], [0.208, -0.841, 0.159], [0.393, -0.840, 0.121], [0.045, 0.102, -0.086], [0.078, -0.020, -0.076], [0.021, -0.038, -0.045], [-0.006, 0.007, 0.029], [-0.100, 0.012, -0.097], [0.004, -0.012, 0.034], [-0.190, 0.082, 0.071], [0.023, -0.029, -0.009], [-0.020, 0.010, -0.035], [0.024, -0.014, -0.070], [0.129, -0.007, 0.152], [0.111, -0.080, -0.085], [-0.013, 0.013, 0.055], [0.001, 0.000, 0.000], [0.001, 0.016, -0.012], [-0.011, 0.003, 0.014], [-0.019, 0.035, -0.006], [-0.005, 0.005, 0.025], [0.017, -0.022, 0.016], [0.004, -0.041, 0.006], [0.048, -0.026, -0.020], [0.002, -0.044, -0.025], [-0.086, 0.007, -0.036], [0.002, 0.162, 0.003], [-0.034, 0.038, 0.081], [0.031, -0.004, 0.024], [-0.386, -0.261, 0.193], [-0.019, 0.018, 0.049], [-0.067, -0.027, 0.002], [-0.079, -0.014, -0.003], [0.014, 0.025, -0.055], [0.071, 0.002, -0.026], [0.079, -0.015, 0.028], [-0.033, 0.010, -0.112], [-0.066, -0.081, 0.092], [-0.017, -0.032, 0.065], [0.027, 0.042, 0.051], [0.029, 0.059, 0.013], [-0.019, -0.013, -0.062], [-0.007, -0.003, 0.005], [0.001, 0.018, -0.015], [0.012, 0.011, -0.014], [-0.008, -0.036, 0.018], [0.006, -0.028, 0.006], [0.002, -0.013, -0.013], [-0.045, 0.042, 0.014], [0.010, 0.004, -0.015], [-0.006, -0.005, 0.005], [-0.002, 0.000, 0.004], [0.002, -0.009, -0.001], [0.032, -0.039, -0.003], [-0.010, 0.003, -0.006], [-0.002, 0.023, 0.010], [0.010, -0.008, -0.002], [-0.014, 0.007, 0.007], [0.001, 0.004, 0.001], [0.008, 0.000, 0.005], [0.004, 0.003, 0.000], [-0.006, 0.002, -0.001], [-0.015, -0.015, -0.023], [-0.003, 0.011, -0.001], [0.007, 0.000, 0.019], [0.038, 0.011, -0.111], [0.000, 0.036, 0.021], [-0.003, 0.010, -0.009], [-0.013, 0.008, 0.018], [-0.017, 0.010, -0.003], [0.010, -0.012, -0.020], [0.001, 0.009, 0.000], [0.010, -0.015, 0.005], [0.009, -0.010, 0.002], [0.013, -0.029, 0.007]]
}

{
  "formula": "C41H60BCeF3N8O3S",
  "method": "wB97M-V/def2-TZVPD",
  "e_homo_ha": [-0.2996, -0.2996],
  "e_above_lowest_ev": 3.312,
  "gap_ev": [5.25, 5.24],
  "e_lumo_ev": [-2.91, -2.91],
  "mol_weight_g_mol": 953.0,
  "elements": ["Ce", "C", "C", "C", "C", "N", "N", "B", "N", "N", "C", "C", "C", "C", "C", "C", "C", "C", "N", "N", "C", "C", "C", "C", "C", "C", "C", "C", "C", "C", "C", "C", "H", "H", "H", "H", "H", "H", "H", "H", "H", "H", "H", "H", "H", "H", "H", "H", "H", "H", "H", "H", "H", "H", "H", "H", "H", "H", "H", "H", "H", "H", "H", "H", "H", "H", "H", "H", "H", "H", "H", "H", "C", "C", "C", "C", "C", "C", "C", "S", "O", "O", "N", "C", "C", "C", "C", "C", "N", "H", "H", "H", "H", "H", "H", "H", "H", "H", "H", "H", "F", "C", "F", "F", "C", "C", "C", "C", "O", "H", "H", "H", "H", "H", "H", "H", "H", "H"],
  "coordinates": [[0.212171, 0.058577, -0.437664], [-1.101443, -4.092050, 3.557171], [-0.697599, -3.695398, 2.176147], [-0.248085, -4.518965, 1.175748], [-0.032574, -3.698168, 0.065029], [-0.303497, -2.418899, 0.394509], [-0.732272, -2.441143, 1.693123], [-1.329409, -1.259301, 2.460546], [-0.240312, -0.289573, 2.964745], [0.675081, 0.372709, 2.198797], [1.411735, 1.120023, 3.041741], [0.970759, 0.907615, 4.352901], [-0.074856, 0.021058, 4.263550], [-0.876725, -0.518398, 5.402208], [2.507596, 2.120955, 2.744143], [3.712183, 1.814233, 3.645239], [2.969304, 2.096539, 1.297761], [1.964472, 3.526335, 3.056078], [-2.442265, -0.584727, 1.630960], [-2.322423, -0.188820, 0.334005], [-3.532638, 0.238916, -0.055165], [-4.432306, 0.112593, 1.005229], [-3.708263, -0.414674, 2.052259], [-4.223019, -0.746587, 3.413332], [-3.869990, 0.748863, -1.432414], [-3.820856, -0.433636, -2.412235], [-2.854787, 1.823354, -1.821479], [-5.268997, 1.369396, -1.443773], [0.272728, -4.301587, -1.289955], [-0.996053, -5.055786, -1.727163], [0.595241, -3.271748, -2.354946], [1.442405, -5.289654, -1.162484], [-0.953680, -5.163423, 3.671842], [-0.504051, -3.570528, 4.305333], [-2.151739, -3.865319, 3.742781], [-0.112582, -5.584788, 1.231612], [-1.857729, -1.691893, 3.429768], [1.347316, 1.352969, 5.257034], [-0.458940, -0.137400, 6.331685], [-1.918821, -0.207694, 5.339729], [-0.848394, -1.607209, 5.429565], [4.048633, 0.787346, 3.489344], [4.535761, 2.488520, 3.404041], [3.469043, 1.935664, 4.701107], [3.436453, 1.144781, 1.057931], [2.124085, 2.281952, 0.633197], [3.698314, 2.891837, 1.133970], [1.642027, 3.616732, 4.095020], [2.742100, 4.269748, 2.864874], [1.123932, 3.739472, 2.398518], [-5.476216, 0.370861, 1.008596], [-5.288045, -0.528387, 3.445632], [-4.077676, -1.801064, 3.648536], [-3.719965, -0.155174, 4.177632], [-2.804377, -0.813397, -2.475712], [-4.478865, -1.235491, -2.070322], [-4.146599, -0.120808, -3.407651], [-1.877203, 1.362321, -1.941900], [-3.132879, 2.298630, -2.764020], [-2.804762, 2.595327, -1.056812], [-6.044477, 0.622935, -1.262740], [-5.346721, 2.153072, -0.687946], [-5.450174, 1.823708, -2.418516], [-1.810397, -4.344800, -1.888045], [-0.811353, -5.594075, -2.659052], [-1.310968, -5.771448, -0.967196], [-0.122299, -2.461722, -2.330754], [1.597161, -2.877419, -2.222318], [0.559397, -3.741644, -3.339670], [1.187526, -6.142191, -0.530858], [1.719740, -5.661402, -2.150777], [2.303740, -4.786148, -0.733363], [8.756779, -1.262514, 2.901500], [7.471984, -1.400352, 2.131557], [7.471428, -1.858909, 0.817631], [6.284842, -1.981738, 0.110659], [5.088966, -1.631673, 0.715558], [5.066697, -1.189139, 2.028411], [6.255117, -1.069666, 2.725956], [3.549798, -1.969125, -0.152473], [2.757701, -2.714482, 0.790592], [3.950684, -2.599559, -1.389826], [2.752594, -0.596765, -0.421676], [3.220427, 0.310676, -1.333125], [4.529591, 0.404132, -1.841720], [4.833141, 1.419520, -2.718630], [3.855952, 2.344939, -3.082216], [2.607378, 2.200580, -2.525036], [2.291630, 1.219419, -1.680120], [9.608727, -1.600312, 2.313852], [8.726155, -1.850989, 3.819678], [8.923584, -0.221197, 3.181938], [8.405772, -2.131989, 0.342846], [6.264277, -2.364318, -0.901363], [4.117688, -0.962675, 2.499586], [6.245240, -0.718524, 3.751260], [5.273997, -0.317141, -1.549106], [5.837116, 1.499004, -3.116010], [4.064381, 3.145031, -3.776141], [1.805341, 2.893138, -2.752917], [-1.246731, 4.008120, -0.058016], [-0.202024, 3.189893, 0.238147], [-0.899902, 2.063228, 0.849689], [0.029244, 2.541483, -1.066805], [-1.221192, -1.231040, -4.696487], [-0.280078, -0.248765, -3.968040], [1.160285, -0.608471, -4.381818], [-0.591627, 1.178116, -4.454414], [-0.485026, -0.338805, -2.582513], [-0.898838, -1.355091, -5.729785], [-2.248286, -0.865786, -4.689974], [-1.198739, -2.203508, -4.204218], [1.303786, -0.426056, -5.446164], [1.371786, -1.657714, -4.175759], [1.871835, -0.001577, -3.832758], [-0.331927, 1.301348, -5.505289], [-0.030823, 1.898222, -3.854039], [-1.653819, 1.383810, -4.327473]],
  "atomic_forces_ev_per_a": [[-0.649, -0.272, -1.692], [-0.007, 0.137, -0.067], [0.051, -0.085, -0.012], [0.007, 0.100, -0.136], [-0.078, -0.094, 0.165], [0.126, 0.255, -0.547], [0.088, -0.095, 0.185], [0.088, 0.125, -0.234], [-0.196, -0.049, 0.150], [0.229, -0.053, -0.448], [-0.049, -0.037, 0.149], [-0.089, -0.053, -0.142], [0.161, 0.109, 0.111], [0.001, -0.044, -0.134], [0.067, 0.106, -0.130], [-0.080, -0.089, 0.021], [-0.092, -0.171, 0.079], [0.007, -0.079, -0.008], [-0.018, -0.059, 0.225], [0.528, 0.047, -0.311], [-0.107, 0.006, 0.112], [0.093, -0.017, -0.097], [-0.128, 0.070, -0.086], [0.159, -0.049, -0.066], [0.100, 0.011, -0.176], [-0.063, 0.116, 0.135], [-0.197, -0.134, 0.100], [0.106, -0.036, 0.104], [0.043, -0.020, -0.067], [-0.018, 0.089, 0.070], [0.102, -0.135, 0.216], [-0.088, 0.110, 0.036], [0.029, -0.009, 0.029], [-0.013, -0.047, 0.032], [0.015, -0.017, 0.039], [-0.017, 0.000, 0.012], [0.024, -0.003, 0.008], [0.033, 0.025, -0.020], [-0.008, 0.010, 0.014], [0.003, -0.036, 0.045], [-0.044, 0.021, 0.050], [0.039, 0.157, 0.074], [0.005, 0.016, 0.000], [0.014, 0.024, 0.007], [0.022, 0.015, 0.003], [0.033, 0.077, -0.070], [-0.024, 0.038, -0.064], [0.028, -0.030, -0.006], [0.017, -0.009, 0.038], [-0.045, 0.075, -0.008], [-0.001, -0.014, 0.027], [-0.008, 0.024, 0.031], [-0.012, 0.017, 0.039], [-0.059, -0.016, 0.034], [-0.014, -0.093, -0.021], [-0.012, -0.005, -0.040], [0.021, 0.024, 0.001], [-0.051, 0.255, -0.104], [0.039, -0.069, -0.072], [0.047, 0.007, -0.024], [-0.017, 0.019, 0.008], [-0.057, 0.009, -0.016], [-0.032, -0.041, -0.022], [-0.049, -0.060, -0.014], [0.018, 0.020, -0.012], [-0.015, -0.017, -0.038], [-0.100, 0.027, -0.095], [0.213, 0.173, 0.054], [0.001, 0.003, -0.035], [-0.002, -0.003, -0.039], [-0.051, -0.034, -0.008], [0.127, 0.004, 0.032], [-0.043, -0.006, 0.010], [0.086, -0.019, -0.084], [-0.048, 0.031, 0.066], [-0.059, 0.044, -0.057], [-0.322, -0.054, -0.298], [-0.135, 0.043, 0.037], [-0.007, 0.041, -0.030], [0.519, -0.728, 0.615], [-0.126, 0.115, -0.201], [-0.199, 0.206, 0.046], [-1.136, -0.037, -0.139], [0.498, 0.514, -0.406], [-0.146, -0.116, 0.016], [-0.055, -0.001, 0.045], [0.056, -0.115, 0.044], [-0.390, 0.337, -0.094], [-0.196, -0.908, 0.441], [0.004, 0.018, -0.010], [-0.007, 0.016, 0.009], [0.033, -0.010, 0.016], [0.013, -0.005, 0.016], [0.065, -0.011, 0.006], [0.019, -0.075, -0.034], [-0.032, 0.000, 0.012], [0.026, 0.014, -0.058], [-0.003, -0.011, -0.012], [-0.038, 0.046, 0.031], [0.034, -0.007, 0.032], [0.135, -0.206, -0.046], [0.116, 1.075, 0.673], [-0.050, -0.387, -0.391], [-0.119, -0.793, -0.464], [-0.077, 0.090, 0.362], [0.109, 0.070, -1.413], [-0.161, -0.097, 0.467], [-0.023, -0.158, 0.461], [1.286, 0.660, 3.233], [-0.011, 0.029, -0.033], [0.032, -0.038, -0.016], [0.007, -0.010, -0.092], [-0.067, -0.003, -0.021], [0.023, 0.051, -0.026], [0.160, 0.084, 0.036], [0.019, -0.048, -0.011], [-0.001, 0.035, -0.091], [0.014, 0.074, -0.021]]
}